Entry 1:
The following is a DFT calculation (ωB97M-V/def2-TZVPD) of 2 unconnected molecules or ions with the total composition C24H38BBrF16N5O8S2 in a non-equilibrium geometry.

Geometry as XYZ:
```
95
C24H38BBrF16N5O8S2 (ωB97M-V/def2-TZVPD)
C -2.0705 2.2859 2.0041
C -2.5319 1.2381 0.9761
Br -3.4907 -0.1277 2.0750
C -1.6562 0.6488 -0.1416
N -0.1505 0.5982 -0.1216
C 0.2104 -0.0428 1.1942
C -0.2592 -1.4794 1.4680
C -0.1471 -1.8478 2.9649
F -0.8513 -3.0103 3.0207
F -0.8159 -1.0300 3.7696
C 1.2896 -2.2337 3.4525
F 2.0763 -2.6302 2.4822
F 1.1688 -3.2990 4.2169
S 2.2245 -0.9623 4.4888
F 3.4156 -0.9245 3.4118
F 1.5337 0.2717 3.7604
F 1.1573 -1.0306 5.6379
F 3.0159 -2.1456 5.1991
F 3.0448 0.0634 5.3609
C 0.3902 -0.2396 -1.2669
S -0.3418 -0.0056 -2.9079
O -1.1401 1.1916 -3.0958
O 0.5728 0.1104 -4.0113
C -1.4684 -1.3956 -3.4970
F -0.7676 -2.3636 -4.0385
F -2.1357 -0.8920 -4.5045
C -2.5035 -2.0291 -2.5373
F -2.9584 -3.0945 -3.2179
F -1.9727 -2.5974 -1.4459
C -3.8171 -1.2138 -2.1954
F -4.0830 -1.4018 -0.9161
F -3.7723 0.0541 -2.5146
F -4.8394 -1.7244 -2.8323
C 1.9402 -0.5096 -1.1312
O 2.1627 -1.6434 -0.2360
N 3.4064 -2.2351 -0.4754
O 3.4932 -3.2738 0.0375
B 2.6720 -1.1268 -2.4833
O 3.8773 -0.5268 -2.8333
N 2.1649 -2.1444 -3.3567
C 3.1825 -2.6190 -4.3417
C 1.6279 -3.3659 -2.7321
N 2.6000 0.7083 -0.7351
C 3.6239 0.7420 0.2784
C 5.0586 1.0706 -0.2703
C 5.0642 2.3043 -1.1543
N 4.8701 3.5936 -0.5901
O 5.1764 2.2408 -2.3268
C 1.8916 1.9622 -0.9811
C 1.9632 2.4164 -2.4613
C 0.5052 1.9781 -0.2379
C -0.3416 3.1254 -0.7997
O 0.8510 2.3898 1.0861
H -2.9793 2.7359 2.4199
H -1.4597 3.1120 1.6415
H -1.5625 1.8677 2.8809
H -3.4103 1.7046 0.5273
H -1.9912 -0.3808 -0.3180
H -2.0384 1.1296 -1.0475
H -0.1722 0.5065 2.0551
H 1.2873 -0.0157 1.3743
H 0.2759 -2.2848 0.9526
H -1.3055 -1.6981 1.2291
H 0.0361 -1.2677 -1.0420
H 3.8056 -0.0389 -3.6662
H 3.4417 -1.8553 -5.0736
H 4.0953 -2.9086 -3.8018
H 2.7990 -3.5367 -4.7941
H 1.1148 -4.0127 -3.4493
H 2.4291 -3.9637 -2.2720
H 0.9158 -3.1094 -1.9323
H 3.7643 -0.1602 0.8828
H 3.4467 1.5111 1.0472
H 5.6630 1.3091 0.6167
H 5.4499 0.2224 -0.8295
H 5.5778 4.1955 -1.0038
H 5.0357 3.5908 0.4154
H 2.5107 2.7177 -0.4933
H 1.0374 2.4144 -3.0392
H 2.6724 1.7910 -3.0047
H 2.3747 3.4279 -2.5553
H -1.3625 3.2195 -0.4201
H 0.1327 4.0753 -0.5218
H -0.4431 3.1917 -1.8839
H 1.2039 3.2864 1.0650
C -7.5213 0.6116 4.6442
C -7.2362 0.9829 3.2107
O -6.4367 1.8476 2.9293
C -7.9903 0.2306 2.1422
H -6.9137 1.2275 5.3045
H -8.5741 0.7843 4.8722
H -7.2735 -0.4376 4.8145
H -9.0632 0.3869 2.2624
H -7.7627 -0.8350 2.2048
H -7.6899 0.5972 1.1621
```

The value obtained for the electronic energy is -185190.1060 eV. The value obtained for the molecular weight is 983.4 g mol⁻¹. Its orbital gap is 8.15 eV. Its net charge is +1. For the HOMO energy, the calculation gives -11.45 eV.

Results of the Löwdin charge analysis, in e, for atoms 1 through 2:
1. C -0.141
2. C -0.595

***

Entry 2:
The following is a DFT calculation (ωB97M-V/def2-TZVPD) of 3 unconnected molecules or ions with the total composition C24H38BN3O6 in a non-equilibrium geometry.

Geometry as XYZ:
```
72
C24H38BN3O6 (ωB97M-V/def2-TZVPD)
C 2.7789 4.3253 -1.7409
C 2.1707 3.3619 -2.7690
O 0.8069 3.1221 -2.4808
C 0.5519 1.8397 -1.9484
C 0.7128 0.7215 -2.9806
C -0.2747 -0.4143 -2.7582
C -0.2247 -0.9919 -1.3527
C 1.0661 -1.8094 -1.0896
C 0.7591 -3.2858 -0.8849
O -0.0963 -3.4073 0.2392
C 0.7363 -3.3889 1.3400
O 0.3318 -3.2368 2.4952
O 2.0079 -3.5844 0.9569
C 1.9605 -4.0907 -0.4375
C 3.2722 -3.8950 -1.1642
C 3.1744 -3.6762 -2.6910
C 4.0628 -2.5181 -3.2131
N 3.4562 -1.6709 -4.2331
C 1.6815 -5.5910 -0.2518
B 2.5157 -6.2547 0.9181
O 1.9720 -7.3348 1.5939
O 3.7918 -5.8626 1.2504
H 3.2338 3.7467 -0.9470
H 3.5063 4.9780 -2.2025
H 1.9610 4.8878 -1.3105
H 2.2457 3.7746 -3.7692
H 2.7520 2.4436 -2.7592
H -0.4820 1.8564 -1.6243
H 1.1582 1.6477 -1.0638
H 0.5720 1.1653 -3.9587
H 1.7324 0.3492 -2.9214
H -0.0719 -1.1954 -3.4901
H -1.2773 -0.0319 -2.9238
H -0.2497 -0.1930 -0.6239
H -1.0655 -1.6555 -1.1950
H 1.5835 -1.4141 -0.2230
H 1.7250 -1.6565 -1.9355
H 0.3756 -3.6757 -1.8210
H 3.7838 -3.0519 -0.7086
H 3.9214 -4.7405 -1.0020
H 3.5239 -4.5827 -3.1716
H 2.1656 -3.5101 -3.0476
H 4.9304 -2.9643 -3.6820
H 4.3965 -1.8981 -2.3903
H 3.3871 -2.1731 -5.1051
H 2.5281 -1.3705 -3.9745
H 1.9540 -6.1099 -1.1714
H 0.6294 -5.7697 -0.0549
H 1.2900 -7.0846 2.2163
H 4.4094 -6.5919 1.2036
C -3.7813 3.8383 1.5840
C -3.4537 2.6057 2.1249
C -2.3256 1.9566 1.6475
N -1.5395 2.4505 0.6929
C -1.8696 3.6348 0.1808
C -2.9740 4.3669 0.5902
H -4.6534 4.3779 1.9319
H -4.0590 2.1575 2.9012
H -2.0311 0.9913 2.0455
H -1.2108 4.0087 -0.5975
H -3.1934 5.3255 0.1411
C -5.2389 3.4723 6.4520
C -5.9891 3.0774 5.3565
C -6.2919 4.0260 4.3917
N -5.9037 5.2974 4.4563
C -5.1847 5.6601 5.5157
C -4.8260 4.7915 6.5358
H -4.9796 2.7630 7.2273
H -6.3322 2.0574 5.2499
H -6.8738 3.7604 3.5152
H -4.8832 6.7013 5.5435
H -4.2379 5.1421 7.3724
```

The value obtained for the electronic energy is -42937.7409 eV. The value obtained for the molecular weight is 475.4 g mol⁻¹. Its orbital gap is 9.78 eV. For the HOMO energy, the calculation gives -9.38 eV.

Results of the Löwdin charge analysis, in e, for atoms 1 through 2:
1. C -0.061
2. C -0.272

***

Entry 3:
The following is a DFT calculation (ωB97M-V/def2-TZVPD) of 3 unconnected molecules or ions with the total composition C24H38BrClN2O5P in a non-equilibrium geometry.

Geometry as XYZ:
```
72
C24H38BrClN2O5P (ωB97M-V/def2-TZVPD)
C -0.3099 -2.4769 2.2816
C -0.4714 -2.1061 0.7741
Cl -0.1972 -3.6697 -0.1202
C 0.5939 -1.0489 0.3401
N 0.0078 0.0931 -0.4514
C 0.9454 0.3825 -1.6005
P 0.5997 -0.6390 -3.1580
O 0.9003 -2.2297 -2.8388
Br -1.6139 -0.4510 -3.5468
C 0.9494 1.8314 -2.1387
C 1.0484 2.9286 -1.0303
C 0.7798 2.2827 0.3451
C -0.4289 1.2772 0.3490
C -0.6082 1.0205 1.9013
N -1.3421 2.0433 2.6267
C -1.6206 2.0487 -0.2355
C -3.0008 1.3975 -0.2127
C -3.9144 1.8816 -1.1529
C -5.2088 1.4378 -1.2393
C -5.6948 0.4633 -0.3651
C -4.8036 -0.0317 0.5572
C -3.4942 0.4214 0.6422
H -1.0908 -1.9397 2.8424
H 0.6550 -2.1550 2.6850
H -0.4998 -3.5412 2.4287
H -1.4938 -1.7951 0.5317
H 1.2425 -1.6226 -0.3346
H 1.2479 -0.7384 1.1583
H -0.8427 -0.3050 -0.8773
H 1.9966 0.1610 -1.3676
H 0.0395 -2.6713 -2.7177
H 1.8378 1.9168 -2.7762
H 0.0883 2.0231 -2.7946
H 2.0628 3.3438 -1.0362
H 0.3449 3.7550 -1.1753
H 1.6511 1.7001 0.6938
H 0.6307 3.0613 1.1024
H 0.4052 1.0188 2.3361
H -1.0416 0.0533 2.1695
H -2.3358 1.9949 2.4153
H -1.0444 2.9811 2.3811
H -1.7003 3.0206 0.2700
H -1.4527 2.3280 -1.2865
H -3.6065 2.6613 -1.8551
H -5.9132 1.8481 -1.9620
H -6.7203 0.1059 -0.3813
H -5.1319 -0.7791 1.2799
H -2.8510 0.0057 1.4155
O 4.3235 -4.2522 -8.4251
C 3.6401 -4.0779 -7.4635
O 2.3235 -3.7377 -7.5325
C 1.8119 -3.4937 -6.2162
C 2.7482 -4.2388 -5.2771
C 4.0795 -4.1483 -6.0143
H 1.8152 -2.4144 -6.0367
H 0.7882 -3.8590 -6.1510
H 2.7699 -3.8219 -4.2712
H 2.4413 -5.2837 -5.2009
H 4.6232 -3.2354 -5.7667
H 4.7033 -5.0205 -5.8401
O 2.7589 2.1214 4.3440
C 2.0017 1.9851 5.2633
O 1.2875 0.8524 5.4659
C 0.3887 1.0350 6.5771
C 0.9913 2.1657 7.3939
C 1.6591 3.0151 6.3178
H -0.6000 1.2858 6.1861
H 0.3196 0.1076 7.1417
H 0.2568 2.7041 7.9899
H 1.7489 1.7704 8.0726
H 0.9708 3.7445 5.8878
H 2.5554 3.5087 6.6832
```

The value obtained for the electronic energy is -130570.7643 eV. The value obtained for the molecular weight is 580.9 g mol⁻¹. Its orbital gap is 8.86 eV. Its net charge is +1. For the HOMO energy, the calculation gives -11.68 eV.

Results of the Löwdin charge analysis, in e, for atoms 1 through 2:
1. C -0.108
2. C -0.632